No. 1
Density functional theory data (ωB97M-V/def2-TZVPD) for an isolated ion of composition C2N5 and charge -1.

Computed properties:
Energy in a.u.: -349.91563
HOMO energy in eV: -3.4
Total charge: -1
Frontier orbital gap in Ha: 0.296
LUMO energy in eV: 4.697
Energy relative to the best compared isomer or geometry (same formula, charge and spin) in eV: 2.960

Cartesian coordinates (Å):
C1 0.666 0.228 -0.063
C2 0.166 1.501 -0.464
N1 1.707 0.150 0.531
N2 -1.875 -2.057 0.661
N3 0.045 2.667 -0.548
N4 0.018 -1.152 -0.361
N5 -0.900 -1.680 0.184

=====

No. 2
Density functional theory data (ωB97M-V/def2-TZVPD) for an isolated ion of composition C2NO3S and charge -1.

Computed properties:
Energy in a.u.: -754.82654
Spin multiplicity: 3
HOMO energy (spin up / spin down) in eV: -1.8 / -6.2
Total charge: -1
Frontier orbital gap (spin up / spin down) in Ha: 0.205 / 0.293
LUMO energy (spin up / spin down) in eV: 3.771 / 1.778

Cartesian coordinates (Å):
C1 2.325 0.081 -0.379
C2 -1.860 -0.034 0.264
N1 3.249 0.037 -1.099
O1 -0.277 -0.349 -0.056
O2 -2.352 -0.431 -0.709
O3 -2.118 0.448 1.323
S1 1.034 0.248 0.656

=====

No. 3
Density functional theory data (ωB97M-V/def2-TZVPD) for an isolated ion of composition C2NO4 and charge -1.

Computed properties:
Energy in a.u.: -431.88922
SMILES: N#COOC(=O)[O-]
HOMO energy in eV: -5.1
Total charge: -1
Frontier orbital gap in Ha: 0.341
LUMO energy in eV: 4.148
Energy relative to the best compared isomer or geometry (same formula, charge and spin) in eV: 2.162

Cartesian coordinates (Å):
N1 2.072 0.485 0.461
C1 1.070 0.928 0.088
O1 -0.121 1.458 0.014
O2 -1.109 0.482 0.301
C2 -0.688 -0.820 -0.159
O3 -1.501 -1.670 0.194
O4 0.276 -0.864 -0.899

=====

No. 4
Density functional theory data (ωB97M-V/def2-TZVPD) for a 2-piece molecular cluster, C2O2S overall.

Computed properties:
Energy in a.u.: -624.88347
HOMO energy in eV: -10.6
Frontier orbital gap in Ha: 0.410
LUMO energy in eV: 0.536
Energy relative to the best compared isomer or geometry (same formula, charge and spin) in eV: 0.245

Cartesian coordinates (Å):
C1 -2.120 -0.128 -0.471
C2 1.732 0.304 -0.028
O1 -2.717 -0.677 0.312
O2 2.652 0.979 -0.218
S1 0.453 -0.478 0.405

=====

No. 5
Density functional theory data (ωB97M-V/def2-TZVPD) for a 2-piece molecular cluster, C2O2S overall.

Computed properties:
Energy in a.u.: -624.87754
HOMO energy in eV: -10.8
Frontier orbital gap in Ha: 0.419
LUMO energy in eV: 0.575
Energy relative to the best compared isomer or geometry (same formula, charge and spin) in eV: 0.406

Cartesian coordinates (Å):
C1 -2.114 0.599 -0.644
C2 1.021 -0.444 0.119
O1 -1.354 0.588 0.129
O2 0.617 -1.545 0.023
S1 1.830 0.802 0.372

=====

No. 6
Density functional theory data (ωB97M-V/def2-TZVPD) for one molecule with the formula C2O3.

Computed properties:
Energy in a.u.: -301.82223
HOMO energy (spin up / spin down) in eV: -11.4 / -11.4
Frontier orbital gap (spin up / spin down) in Ha: 0.320 / 0.320
LUMO energy (spin up / spin down) in eV: -2.699 / -2.698
Energy relative to the best compared isomer or geometry (same formula, charge and spin) in eV: 3.842

Cartesian coordinates (Å):
C1 0.385 0.275 -0.317
C2 -0.465 -0.429 1.181
O1 -0.112 1.383 -0.116
O2 -1.340 -1.134 1.107
O3 1.070 -0.076 -1.384

=====

No. 7
Density functional theory data (ωB97M-V/def2-TZVPD) for one molecule with the formula C2O3S.

Computed properties:
Energy in a.u.: -699.91153
SMILES: O=C=C=S(=O)=O
HOMO energy (spin up / spin down) in eV: -10.2 / -10.1
Frontier orbital gap (spin up / spin down) in Ha: 0.252 / 0.250
LUMO energy (spin up / spin down) in eV: -3.314 / -3.330
Energy relative to the best compared isomer or geometry (same formula, charge and spin) in eV: 7.229

Cartesian coordinates (Å):
O1 1.306 -1.541 2.266
C1 0.802 -0.975 1.266
C2 0.624 -0.228 0.188
S1 -0.546 0.770 -0.926
O2 -1.737 1.479 -0.462
O3 -0.449 0.495 -2.331